No. 1
Here is a cluster of 2 separate species, CF4OS in total from the Open Molecules 2025 dataset. Energies are from ωB97M-V with the def2-TZVPD basis set.

ORCA input file:
```
! RIJCOSX wB97M-V def2-TZVPD def2/J DEFGRID3
* xyz 0 1
C -1.97 -0.25 -0.38
O 2.75 0.91 -0.06
F -2.01 -0.85 0.78
F -2.50 0.99 -0.31
F 0.33 0.57 0.21
F 1.56 -1.34 -0.68
S 1.85 -0.03 0.45
*
```

The LUMO energy comes out at -0.2 eV. As for the energy relative to the best compared isomer or geometry (same formula, charge and spin): 39.3 kcal per mole.

***

No. 2
Here is a cluster of 2 separate species, C5H9O2S in total from the Open Molecules 2025 dataset. Energies are from ωB97M-V with the def2-TZVPD basis set.

ORCA input file:
```
! RIJCOSX wB97M-V def2-TZVPD def2/J DEFGRID3
* xyz 0 2
O -0.19 2.89 -2.07
C 0.61 2.00 -1.70
O 1.78 1.72 -2.11
C 0.08 0.99 -0.58
C 0.20 -0.48 -0.93
C -0.88 -0.08 -1.80
S -0.97 -0.37 2.15
C 0.04 -1.60 3.00
H -0.83 1.34 -0.15
H 0.83 1.14 0.25
H 0.06 -1.20 -0.07
H 1.15 -0.70 -1.34
H -1.90 -0.23 -1.52
H -0.73 0.28 -2.84
H 0.53 -2.29 2.31
H 0.79 -1.17 3.66
H -0.57 -2.23 3.72
*
```

The LUMO energy (spin up / spin down) comes out at -1.8 / -2.8 eV. As for the expectation value of S²: 0.75. As for the energy relative to the best compared isomer or geometry (same formula, charge and spin): 82.9 kcal per mole.

***

No. 3
Here is the ion C4H10NO with charge -1 from the Open Molecules 2025 dataset. Energies are from ωB97M-V with the def2-TZVPD basis set.

ORCA input file:
```
! RIJCOSX wB97M-V def2-TZVPD def2/J DEFGRID3
* xyz -1 1
C 1.29 -0.96 -1.66
N 0.19 -0.21 -1.12
C 0.52 0.70 -0.03
C -0.72 1.06 0.79
C -1.38 -0.16 1.49
O -1.97 0.10 2.65
H 2.24 -0.57 -1.28
H 1.29 -2.02 -1.42
H 1.35 -0.88 -2.75
H -0.56 -0.80 -0.77
H 1.31 0.30 0.63
H 0.96 1.64 -0.42
H -1.43 1.53 0.11
H -0.43 1.79 1.54
H -0.56 -0.92 1.55
H -2.08 -0.60 0.70
*
```

The LUMO energy comes out at 3.9 eV. As for the energy relative to the best compared isomer or geometry (same formula, charge and spin): 18.2 kcal per mole.

***

No. 4
Here is a cluster of 2 separate species, CH3Cl2P in total from the Open Molecules 2025 dataset. Energies are from ωB97M-V with the def2-TZVPD basis set.

ORCA input file:
```
! RIJCOSX wB97M-V def2-TZVPD def2/J DEFGRID3
* xyz 0 1
C 1.65 -0.02 0.12
P 0.39 0.02 1.41
Cl 2.64 -1.34 -0.15
Cl 2.56 1.43 -0.07
H -0.03 -0.47 -1.43
H -0.31 -1.25 1.09
H -0.58 0.93 0.65
*
```

The LUMO energy (spin up / spin down) comes out at -0.7 / -0.8 eV. As for the energy relative to the best compared isomer or geometry (same formula, charge and spin): 143.9 kcal per mole.

***

No. 5
Here is a cluster of 2 separate species, C6H14BFNO3 in total from the Open Molecules 2025 dataset. Energies are from ωB97M-V with the def2-TZVPD basis set.

ORCA input file:
```
! RIJCOSX wB97M-V def2-TZVPD def2/J DEFGRID3
* xyz -1 1
N 2.73 1.34 -0.59
B 1.80 2.60 -0.52
C 0.37 2.31 -1.28
C -0.36 1.03 -0.81
C -1.63 1.28 -0.05
F -2.63 1.86 -0.86
H 3.66 1.60 -0.26
H 2.42 0.62 0.06
H 2.36 3.54 -1.10
H 1.54 2.96 0.66
H 0.49 2.26 -2.37
H -0.29 3.17 -1.10
H -0.58 0.35 -1.64
H 0.28 0.46 -0.12
H -2.08 0.36 0.34
H -1.46 1.97 0.78
C -1.28 -3.39 0.41
C -1.30 -2.37 1.54
O 0.10 -2.20 1.81
C 0.80 -2.51 0.68
O 1.94 -2.27 0.50
O -0.02 -3.15 -0.20
H -2.06 -3.24 -0.33
H -1.31 -4.42 0.78
H -1.72 -1.42 1.23
H -1.78 -2.72 2.45
*
```

The LUMO energy comes out at 2.7 eV.

***

No. 6
Here is a structure of composition C47H45N5OP2PmS2 from the Open Molecules 2025 dataset. Energies are from ωB97M-V with the def2-TZVPD basis set.

ORCA input file:
```
! RIJCOSX wB97M-V def2-TZVPD def2/J DEFGRID3
* xyz 1 5
Pm -0.06 0.46 0.57
O 0.64 -1.38 -0.05
C -0.28 -2.02 0.56
C 0.19 -3.06 1.49
C -0.46 -4.29 1.68
C -0.06 -5.12 2.70
C 0.92 -4.71 3.60
C 1.52 -3.47 3.46
C 1.19 -2.65 2.39
P 1.94 -1.01 2.11
C 2.76 -0.70 3.71
C 4.13 -0.69 3.90
C 4.66 -0.37 5.14
C 3.81 -0.04 6.18
C 2.44 -0.04 6.00
C 1.91 -0.36 4.77
C 3.31 -1.49 0.99
C 3.65 -0.65 -0.06
C 4.58 -1.05 -1.00
C 5.16 -2.31 -0.91
C 4.84 -3.14 0.15
C 3.92 -2.73 1.11
H -1.24 -4.59 1.00
H -0.53 -6.09 2.81
H 1.23 -5.37 4.39
H 2.27 -3.15 4.17
H 4.79 -0.94 3.07
H 5.73 -0.38 5.28
H 4.23 0.22 7.15
H 1.78 0.21 6.82
H 0.84 -0.34 4.60
H 3.16 0.32 -0.16
H 4.85 -0.39 -1.81
H 5.85 -2.64 -1.67
H 5.29 -4.11 0.23
H 3.67 -3.39 1.93
N 0.09 1.87 -1.79
C -0.98 1.82 -2.71
C -1.28 2.83 -3.59
C -2.33 2.69 -4.51
C -3.05 1.53 -4.58
C -2.79 0.48 -3.67
C -3.52 -0.72 -3.65
C -3.27 -1.63 -2.65
C -2.31 -1.33 -1.67
N -1.57 -0.24 -1.69
C -1.78 0.65 -2.69
H 0.52 2.80 -1.76
H 0.83 1.20 -2.07
H -0.70 3.75 -3.57
H -2.54 3.50 -5.20
H -3.82 1.40 -5.32
H -4.27 -0.91 -4.40
H -3.81 -2.56 -2.59
H -2.13 -2.02 -0.85
C -4.01 -1.54 4.32
C -2.54 -1.78 3.99
N -2.15 -0.99 2.83
C -2.84 0.09 2.37
N -2.43 0.60 1.23
C -3.12 1.78 0.69
C -4.54 1.92 1.23
C -4.48 1.83 2.74
N -3.89 0.55 3.09
C -4.23 -0.03 4.37
H -4.27 -1.99 5.27
H -4.65 -1.97 3.54
H -2.36 -2.83 3.77
H -1.93 -1.50 4.85
H -1.63 -1.48 2.10
H -3.13 1.69 -0.40
H -2.54 2.67 0.96
H -5.16 1.11 0.84
H -4.97 2.87 0.92
H -5.48 1.88 3.18
H -3.87 2.65 3.15
H -5.27 0.20 4.58
H -3.60 0.40 5.16
S 1.95 2.57 0.43
P 1.41 3.11 2.28
S -0.19 2.12 2.97
C 1.13 4.92 2.24
C 2.22 5.77 2.31
C 2.04 7.14 2.19
C 0.77 7.65 2.00
C -0.32 6.80 1.92
C -0.15 5.43 2.04
C 2.85 2.96 3.38
C 4.12 2.75 2.86
C 5.23 2.79 3.69
C 5.06 3.05 5.04
C 3.79 3.23 5.57
C 2.68 3.19 4.74
H 3.21 5.36 2.45
H 2.89 7.80 2.25
H 0.63 8.72 1.91
H -1.31 7.21 1.76
H -0.99 4.76 1.98
H 4.25 2.58 1.79
H 6.22 2.64 3.28
H 5.92 3.11 5.69
H 3.66 3.43 6.62
H 1.68 3.35 5.13
*
```

The LUMO energy (spin up / spin down) comes out at -2.6 / -2.6 eV. As for the expectation value of S²: 6.01.